(1)
Molecular formula: C30H37IIrN3O4
Method: DFT, ωB97M-V with the def2-TZVPD basis set

charge: +3
lowest unoccupied orbital energy (alpha / beta): -7.382 / -9.157 eV
Kohn-Sham gap (alpha / beta): 5.981 / 3.855 eV
total energy: -2031.26988 a.u.
max |F|: 8.38 eV Å⁻¹
spin multiplicity: 6
⟨S²⟩: 8.791

The geometry in XYZ format:
```
76
C30H37IIrN3O4, DFT ωB97M-V with the def2-TZVPD basis set
Ir -3.9470 -1.4265 0.2988
N -3.6375 0.8009 0.4568
C -4.7959 1.6270 0.3621
C -4.8199 3.0445 0.3346
C -5.9801 3.7145 0.2031
C -7.2428 2.9701 0.2449
C -7.2721 1.7376 0.6680
C -8.4198 1.1005 0.9718
C -8.3973 -0.2172 1.2963
C -7.1739 -0.9000 1.2798
N -5.9644 -0.3885 0.8155
C -6.0203 1.0158 0.5260
H -2.8673 1.2550 -0.0863
H -3.1744 1.0581 1.3546
H -3.9568 3.6359 0.5914
H -5.8755 4.7818 0.2962
H -8.1705 3.6261 0.2886
H -9.3950 1.5015 0.7776
H -9.2328 -0.7976 1.7127
H -7.0133 -1.8539 1.6557
I 9.3767 0.4275 -9.5080
C -5.4698 -3.7595 -0.3206
C -5.9550 -4.8352 -0.9219
C -5.0357 -5.9743 -0.9124
C -3.8152 -5.7388 -0.2523
C -3.4543 -4.4862 0.3663
N -4.2915 -3.4608 0.2101
H -6.9442 -4.8404 -1.2413
H -5.3082 -6.9467 -1.4349
H -3.1438 -6.5469 -0.2517
H -2.5131 -4.4227 0.8669
C -0.3689 -0.8292 2.2243
O -1.7223 -0.7395 1.6761
C -1.9621 -1.6546 0.8254
O -1.3999 -2.3913 0.0562
H 0.1996 -0.8058 1.3385
H -0.4333 -1.7954 2.6877
H -0.1919 -0.0356 2.9776
C 9.3751 -0.1634 -0.2386
C 10.0103 1.1362 0.5173
C 9.8536 2.3898 -0.0331
C 9.9275 3.6464 0.7184
C 9.1711 4.9156 0.4768
C 10.7800 3.6231 1.9694
C 11.1229 4.9852 2.7050
O 10.5661 6.0340 2.5411
C 10.9842 2.3839 2.5252
C 11.3358 2.2516 3.8192
C 10.6928 1.2410 1.7845
H 9.7803 -1.1221 0.0056
H 9.2215 -0.0330 -1.2712
H 8.2848 -0.1685 0.2535
H 9.6152 2.6656 -1.0647
H 8.8544 4.9721 -0.5550
H 9.7472 5.8650 0.5106
H 8.2991 5.0286 1.2606
H 11.8798 5.0785 3.2965
H 10.5694 1.6904 4.3365
H 11.5439 3.2031 4.3221
H 12.0619 1.4131 4.0872
H 11.1281 0.2562 1.7783
C -6.0869 -1.2350 -3.8854
C -5.8292 -1.5181 -2.3388
O -4.4527 -1.2869 -1.8488
C -3.3481 -1.6114 -2.8778
C -3.0587 -3.0977 -2.9736
H -7.0847 -0.9450 -3.9679
H -5.9172 -2.1999 -4.4674
H -5.4754 -0.5669 -4.3665
H -6.1169 -2.5491 -2.2631
H -6.3690 -0.8118 -1.6395
H -2.4697 -1.1746 -2.6907
H -3.9448 -1.3839 -3.7330
H -2.4681 -3.4295 -2.0436
H -2.4332 -3.2680 -3.8667
H -3.9611 -3.6647 -3.2170
```

***

(2)
Molecular formula: C24H22F3MnN7O4S4
Method: DFT, ωB97M-V with the def2-TZVPD basis set

charge: -2
lowest unoccupied orbital energy (alpha / beta): 4.343 / 4.343 eV
Kohn-Sham gap (alpha / beta): 6.261 / 5.884 eV
total energy: -4655.48186 a.u.
max |F|: 2.45 eV Å⁻¹
spin multiplicity: 2
⟨S²⟩: 0.845

The geometry in XYZ format:
```
65
C24H22F3MnN7O4S4, DFT ωB97M-V with the def2-TZVPD basis set
Mn -0.2141 1.5934 0.7585
N -2.6118 -0.6893 3.7006
C -1.8959 0.3290 3.1089
S -2.6935 1.2558 1.8987
N -0.6999 0.5564 3.5858
N 0.0636 1.4234 2.9277
C 1.0933 1.8956 3.5588
C 2.0562 2.6915 2.8674
C 3.1463 3.3042 3.5138
C 4.0278 4.0697 2.7895
C 3.8332 4.2070 1.4155
C 2.7321 3.5788 0.8558
N 1.8707 2.8497 1.5420
H -3.2609 -1.0927 3.0438
H -1.9889 -1.3894 4.0850
H 1.1911 1.6954 4.6231
H 3.2635 3.1649 4.5824
H 4.8565 4.5788 3.2684
H 4.5042 4.7938 0.8042
H 2.5326 3.6698 -0.2082
F 4.9731 1.4414 -3.2442
C 3.7202 0.8928 -3.1351
F 3.7884 -0.2319 -3.9180
F 2.9103 1.7289 -3.7741
C 3.4051 0.5492 -1.7181
C 4.3836 -0.1907 -1.0601
C 4.1993 -0.5668 0.2575
C 3.0289 -0.1587 0.8822
N 2.0881 0.5376 0.2762
C 2.2119 0.8903 -1.0223
S 0.8646 1.7219 -1.6790
H 5.2885 -0.4580 -1.5922
H 4.9406 -1.1523 0.7837
H 2.8369 -0.3855 1.9275
S -1.1432 6.1193 0.9130
C -0.8480 4.5387 0.7979
N -0.6341 3.3964 0.6982
C -6.3167 -1.0967 -0.6835
C -5.0565 -1.7286 -1.1934
C -4.5785 -2.9087 -0.6314
C -3.4149 -3.4997 -1.0922
C -2.7347 -2.9089 -2.1413
C -3.1659 -1.7121 -2.6957
C -4.3200 -1.1241 -2.2124
S -1.3420 -3.7350 -2.8563
O -1.0907 -4.9462 -2.1222
O -1.6097 -3.8969 -4.2696
N 0.0192 -2.7794 -2.8245
C 0.3476 -1.7978 -1.7599
C 0.3434 -2.3869 -0.3416
C -0.5007 -1.5833 0.6837
O -1.1009 -2.2088 1.5630
O -0.4383 -0.3227 0.5443
H -7.0015 -1.8479 -0.2868
H -6.8170 -0.5269 -1.4673
H -6.0481 -0.4081 0.1210
H -5.1244 -3.3721 0.1818
H -3.0271 -4.4118 -0.6622
H -2.6086 -1.2637 -3.5090
H -4.6602 -0.1838 -2.6275
H 0.0548 -2.3400 -3.7366
H -0.3258 -0.9380 -1.7875
H 1.3446 -1.4392 -2.0168
H 1.3579 -2.3742 0.0660
H -0.0056 -3.4168 -0.3568
```

***

(3)
Molecular formula: C12H26CrNO9
Method: DFT, ωB97M-V with the def2-TZVPD basis set

charge: -1
lowest unoccupied orbital energy (alpha / beta): 1.846 / 1.773 eV
Kohn-Sham gap (alpha / beta): 5.062 / 5.708 eV
total energy: -2249.23795 a.u.
max |F|: 6.22 eV Å⁻¹
spin multiplicity: 5
⟨S²⟩: 6.007

The geometry in XYZ format:
```
49
C12H26CrNO9, DFT ωB97M-V with the def2-TZVPD basis set
Cr 0.8097 -0.4878 0.4345
C -3.2788 -1.6335 -1.1171
C -1.8422 -2.0404 -0.9714
O -1.5199 -3.2247 -0.9803
O -0.9917 -1.1164 -0.6449
H -3.4820 -1.3906 -2.1601
H -3.4672 -0.7269 -0.5420
H -3.9894 -2.4079 -0.8280
C 0.7589 -3.2354 3.7730
C 0.8603 -3.2679 2.2619
O 1.1438 -2.2244 1.6824
O 0.5142 -4.2019 1.5994
H 0.1025 -4.0355 4.1150
H 0.3070 -2.2552 3.9248
H 1.6769 -3.1834 4.3584
C 3.1523 -2.3338 -2.9399
C 2.2130 -2.2445 -1.7360
O 1.9903 -1.1209 -1.2767
O 1.7521 -3.2356 -1.1848
H 2.7390 -3.1319 -3.5567
H 4.2006 -2.5312 -2.7157
H 3.0167 -1.4297 -3.5334
C -1.5153 -0.0927 2.6917
O -0.3783 0.4000 2.0172
C -0.2965 1.8630 1.9949
C -0.4386 2.2061 0.5181
N 0.5598 1.5993 -0.2727
C 0.2836 1.7759 -1.6670
C 0.3171 3.2573 -2.1560
O -0.7291 3.9707 -1.6313
C -2.0268 3.7388 -2.1094
H -2.4975 0.2440 2.3601
H -1.5735 0.0642 3.7688
H -1.5737 -1.1807 2.6598
H 0.6234 2.1325 2.5138
H -1.0853 2.3040 2.6043
H -0.3112 3.2866 0.4533
H -1.5037 2.0515 0.3455
H 1.3603 2.2069 -0.1718
H -0.4891 1.1064 -2.0449
H 1.1319 1.2993 -2.1583
H 0.3656 3.1495 -3.2396
H 1.2069 3.7848 -1.8126
H -2.5408 2.8065 -1.8755
H -2.0018 3.8478 -3.1937
H -2.6824 4.5469 -1.7851
O 2.7265 0.1850 1.2661
H 3.1402 0.9878 0.9489
H 3.2622 -0.0820 2.0131
```

***

(4)
Molecular formula: C3H8O2
Method: DFT, ωB97M-V with the def2-TZVPD basis set

SMILES: C=C(C)O.O
charge: 0
lowest unoccupied orbital energy: 0.749 eV
Kohn-Sham gap: 9.967 eV
total energy: -269.54764 a.u.
max |F|: 1.31 eV Å⁻¹
spin multiplicity: 1

The geometry in XYZ format:
```
13
C3H8O2, DFT ωB97M-V with the def2-TZVPD basis set
C -1.2209 0.6372 -0.8949
C -0.0059 0.6716 -0.3589
C 1.2832 0.2269 -1.0174
O 0.1897 1.0471 0.9500
H -1.4461 0.3520 -1.9108
H -2.0692 0.8953 -0.2701
H 2.0631 0.1265 -0.2740
H 1.0790 -0.7143 -1.5275
H 1.5056 0.9378 -1.8146
H -0.5244 0.7683 1.5405
O -0.3770 -1.5269 2.2320
H -0.0657 -2.3958 1.9394
H -0.4113 -1.0257 1.4063
```

***

In kcal per mole, the relative energy (zero: lowest compared OMol25 entry of this formula, charge and spin) values for the records above are, in order, 161.05, 31.31, 71.22, 29.65.